Molecular formula: C56H49N3O2P3Zr
Method: DFT, ωB97M-V/def2-TZVPD

Structure (XYZ):
```
114
Properties=species:S:1:pos:R:3:forces:R:3
Zr -0.1528 0.0374 0.3116 0.113 -0.636 0.135
C -2.3369 -1.5578 -1.6401 -0.066 -0.073 -0.061
P -2.6645 0.0074 -0.7392 0.194 -0.014 0.207
C -2.6187 1.3961 -1.8675 -0.060 0.456 -0.394
C -2.5082 2.6709 -1.3015 -0.061 -0.075 0.009
C -2.2901 3.7830 -2.0952 -0.005 0.021 -0.015
C -2.1550 3.6347 -3.4686 0.016 0.039 -0.028
C -2.2570 2.3768 -4.0432 -0.025 -0.040 -0.014
C -2.4932 1.2641 -3.2486 -0.090 -0.138 0.047
C -4.3086 -0.1706 -0.0318 -0.124 -0.009 -0.059
C -4.5471 -1.2639 0.8023 -0.036 -0.002 0.003
C -5.8228 -1.4756 1.3006 0.035 0.010 -0.022
C -6.8486 -0.5914 0.9957 -0.019 0.007 0.000
C -6.6057 0.5068 0.1822 -0.006 -0.023 0.018
C -5.3387 0.7144 -0.3426 0.048 0.021 0.045
C -1.8147 -2.5198 -0.6090 0.085 0.069 -0.045
C -2.1825 -3.8107 -0.3418 0.013 -0.018 0.003
C -1.5482 -4.1770 0.8815 -0.021 -0.015 -0.030
C -0.8287 -3.0887 1.2945 0.005 0.047 0.059
C -0.0806 -2.8363 2.5685 -0.006 -0.048 -0.022
P -0.3017 -1.0492 2.8534 0.074 0.047 0.196
C 0.6812 -0.5696 4.3018 0.073 -0.075 0.003
C 1.8811 -1.2194 4.5885 0.013 -0.023 -0.031
C 2.6848 -0.7826 5.6305 -0.007 0.019 0.013
C 2.2990 0.3063 6.3993 -0.002 -0.013 -0.013
C 1.1034 0.9533 6.1240 -0.016 0.004 -0.022
C 0.2994 0.5210 5.0799 0.047 -0.012 0.037
C -2.0252 -0.8538 3.4022 -0.047 -0.060 -0.065
C -2.7422 -1.8858 4.0045 -0.014 -0.001 0.011
C -4.0438 -1.6758 4.4320 -0.022 0.048 -0.006
C -4.6474 -0.4366 4.2575 0.017 -0.018 0.052
C -3.9485 0.5915 3.6465 -0.007 0.014 0.013
C -2.6454 0.3805 3.2192 -0.036 0.018 -0.055
N -0.9596 -2.0553 0.3832 -0.075 0.206 -0.085
H -1.6112 -1.3273 -2.4205 0.018 -0.073 -0.012
H -3.2561 -1.9286 -2.0953 0.029 -0.045 -0.010
H -2.5944 2.7941 -0.2258 0.023 -0.014 0.004
H -2.2073 4.7618 -1.6421 0.005 0.001 0.000
H -1.9708 4.5004 -4.0920 -0.007 -0.003 0.014
H -2.1628 2.2572 -5.1149 0.006 0.012 0.005
H -2.5820 0.2872 -3.7072 0.026 0.015 -0.025
H -3.7457 -1.9507 1.0539 -0.034 0.019 0.007
H -6.0111 -2.3307 1.9359 -0.009 -0.007 0.005
H -7.8417 -0.7605 1.3915 0.000 0.006 -0.004
H -7.4068 1.1933 -0.0576 0.003 0.002 -0.002
H -5.1535 1.5594 -0.9956 -0.018 -0.032 0.010
H -2.8594 -4.4122 -0.9283 -0.006 0.000 0.007
H -1.6317 -5.1198 1.3997 -0.007 0.010 0.000
H 0.9876 -3.0470 2.4801 -0.015 0.024 -0.014
H -0.4591 -3.4364 3.3953 -0.010 -0.033 -0.020
H 2.2024 -2.0726 4.0029 -0.035 0.025 -0.001
H 3.6122 -1.2985 5.8436 0.003 0.002 0.007
H 2.9252 0.6447 7.2146 0.000 -0.002 -0.003
H 0.7912 1.7994 6.7227 0.004 -0.005 -0.001
H -0.6276 1.0394 4.8811 -0.072 0.022 -0.036
H -2.2984 -2.8623 4.1420 0.026 0.013 0.017
H -4.5877 -2.4846 4.9030 -0.005 0.012 -0.002
H -5.6641 -0.2769 4.5922 0.004 -0.002 -0.009
H -4.4181 1.5548 3.4950 0.001 0.002 0.000
H -2.1064 1.1947 2.7471 0.025 -0.002 0.033
C 5.0588 0.4203 -3.0981 0.006 -0.001 0.025
C 4.9252 1.3149 -2.0448 0.014 -0.014 -0.022
C 4.1539 0.9848 -0.9392 -0.008 0.078 0.003
C 3.5123 -0.2504 -0.8745 0.088 -0.092 0.008
C 3.6315 -1.1347 -1.9440 0.015 -0.026 -0.035
C 4.4039 -0.8021 -3.0478 0.017 -0.010 0.023
P 2.4882 -0.6880 0.5759 0.001 0.206 -0.066
C 2.8897 -2.4230 0.9221 0.040 -0.015 0.042
C 3.7762 -2.8573 1.9064 -0.006 0.017 0.017
C 3.9720 -4.2135 2.1207 -0.021 -0.007 -0.020
C 3.2938 -5.1478 1.3486 0.026 0.001 0.017
C 2.4119 -4.7242 0.3656 -0.015 0.009 -0.024
C 2.2030 -3.3692 0.1585 -0.021 -0.026 -0.008
C 3.0913 0.4341 1.8621 0.023 0.006 0.035
C 4.3799 0.4286 2.3394 -0.014 -0.023 -0.010
C 4.8031 1.3925 3.2721 -0.047 0.053 0.023
C 3.9403 2.3742 3.6770 0.058 -0.048 -0.008
C 2.6266 2.4487 3.1609 -0.010 0.027 0.017
C 1.7532 3.5067 3.5260 -0.011 -0.024 -0.020
C 0.5060 3.5872 2.9801 0.005 -0.033 -0.019
C 0.0785 2.5991 2.0560 -0.056 0.051 0.015
C 0.8639 1.5364 1.6874 0.088 -0.013 0.006
C 2.1777 1.4633 2.2463 0.033 0.015 0.001
H 5.6746 0.6723 -3.9517 0.000 0.005 -0.003
H 5.4354 2.2693 -2.0740 0.000 -0.001 -0.005
H 4.0637 1.6930 -0.1228 -0.001 -0.041 -0.036
H 3.1392 -2.0984 -1.9177 0.002 0.021 0.004
H 4.5007 -1.5053 -3.8647 -0.001 -0.002 0.002
H 4.2982 -2.1455 2.5294 -0.003 0.009 0.001
H 4.6561 -4.5394 2.8933 -0.003 -0.007 -0.005
H 3.4493 -6.2048 1.5204 -0.008 0.002 -0.005
H 1.8636 -5.4455 -0.2259 0.005 0.003 0.002
H 1.4685 -3.0510 -0.5742 0.006 0.006 0.016
H 5.0972 -0.2973 1.9765 -0.007 0.001 -0.005
H 5.8159 1.3628 3.6518 -0.005 0.000 -0.005
H 4.2640 3.1265 4.3872 -0.003 -0.003 -0.008
H 2.0990 4.2482 4.2364 -0.006 0.001 -0.005
H -0.1613 4.3959 3.2552 0.007 -0.004 -0.001
H -0.9212 2.7247 1.6278 0.065 -0.008 0.007
C 2.6388 3.9287 -2.6087 0.045 -0.015 -0.057
C 1.5687 3.1616 -1.8985 -0.074 -0.072 0.013
N 0.9369 3.6057 -0.8847 0.019 -0.059 0.025
O 1.4083 4.8436 -0.4974 0.052 0.058 -0.044
C 1.1856 1.7920 -2.3300 0.075 0.061 -0.014
C 1.4280 1.3337 -3.7262 0.014 0.056 -0.044
N 0.7023 1.0279 -1.4332 -0.177 0.059 -0.047
O 0.3084 -0.2488 -1.7186 0.022 0.119 0.271
H 3.3989 4.2447 -1.8933 -0.008 -0.007 0.001
H 2.2228 4.8380 -3.0459 -0.003 -0.002 0.000
H 3.1098 3.3386 -3.3910 -0.017 0.009 0.023
H 0.9622 4.9945 0.3424 -0.071 0.032 0.078
H 1.1865 2.1292 -4.4310 0.001 -0.012 -0.018
H 0.8356 0.4492 -3.9405 -0.012 -0.011 -0.004
H 2.4857 1.0812 -3.8488 -0.067 -0.004 0.010
```
Forces are in eV/Å.

Values from the calculation:
HOMO-LUMO gap	7.1	eV
charge	+1
E_tot	-96575.8381	eV
HOMO level	-0.3617	hartree

Mulliken population analysis, charges in e, atoms 1 to 99: atom 1 (Zr): -2.67, atom 2 (C): -1.04, atom 3 (P): 2.03, atom 4 (C): 0.21, atom 5 (C): -0.12, atom 6 (C): -0.95, atom 7 (C): -0.51, atom 8 (C): -0.76, atom 9 (C): -0.55, atom 10 (C): 1.02, atom 11 (C): -0.27, atom 12 (C): -0.77, atom 13 (C): -0.74, atom 14 (C): -0.80, atom 15 (C): -0.76, atom 16 (C): -0.92, atom 17 (C): -1.34, atom 18 (C): -1.28, atom 19 (C): -0.43, atom 20 (C): -0.96, atom 21 (P): 1.62, atom 22 (C): 0.76, atom 23 (C): -0.53, atom 24 (C): -0.63, atom 25 (C): -0.72, atom 26 (C): -0.77, atom 27 (C): -0.84, atom 28 (C): 0.56, atom 29 (C): -0.49, atom 30 (C): -0.94, atom 31 (C): -0.84, atom 32 (C): -0.99, atom 33 (C): 0.16, atom 34 (N): 2.27, atom 35 (H): 0.57, atom 36 (H): 0.63, atom 37 (H): 0.48, atom 38 (H): 0.39, atom 39 (H): 0.44, atom 40 (H): 0.46, atom 41 (H): 0.43, atom 42 (H): -0.08, atom 43 (H): 0.50, atom 44 (H): 0.43, atom 45 (H): 0.45, atom 46 (H): 0.39, atom 47 (H): 0.56, atom 48 (H): 0.63, atom 49 (H): 0.11, atom 50 (H): 0.87, atom 51 (H): 0.45, atom 52 (H): 0.48, atom 53 (H): 0.42, atom 54 (H): 0.44, atom 55 (H): 0.37, atom 56 (H): 0.33, atom 57 (H): 0.48, atom 58 (H): 0.44, atom 59 (H): 0.48, atom 60 (H): 0.38, atom 61 (C): -0.77, atom 62 (C): -0.78, atom 63 (C): -0.54, atom 64 (C): 0.81, atom 65 (C): -0.49, atom 66 (C): -0.78, atom 67 (P): 2.41, atom 68 (C): 1.12, atom 69 (C): -0.77, atom 70 (C): -0.69, atom 71 (C): -0.89, atom 72 (C): -0.95, atom 73 (C): -0.11, atom 74 (C): 0.58, atom 75 (C): -0.37, atom 76 (C): -1.56, atom 77 (C): -0.85, atom 78 (C): 1.36, atom 79 (C): -1.08, atom 80 (C): -1.22, atom 81 (C): -0.22, atom 82 (C): 2.21, atom 83 (C): -0.70, atom 84 (H): 0.39, atom 85 (H): 0.50, atom 86 (H): 0.45, atom 87 (H): 0.30, atom 88 (H): 0.44, atom 89 (H): 0.25, atom 90 (H): 0.47, atom 91 (H): 0.42, atom 92 (H): 0.46, atom 93 (H): 0.33, atom 94 (H): 0.72, atom 95 (H): 0.40, atom 96 (H): 0.45, atom 97 (H): 0.48, atom 98 (H): 0.48, atom 99 (H): 0.05